1.
Density functional theory data (ωB97M-V/def2-TZVPD) for a cluster of 2 separate species, C6H10N4 in total at a distorted geometry.

ORCA input file:
```
! RIJCOSX wB97M-V def2-TZVPD def2/J DEFGRID3
* xyz 0 1
C 1.393 0.419 1.437
C 1.964 1.151 0.437
C 1.003 -0.822 0.886
C 1.345 -0.801 -0.441
C -2.189 1.806 -0.318
C -2.201 0.356 -0.290
N -2.666 -1.801 0.592
N -2.368 -0.650 0.295
N 1.930 0.400 -0.707
N 1.108 -1.726 -1.459
H 1.264 0.724 2.456
H 2.388 2.134 0.451
H -2.285 2.229 0.684
H -3.016 2.160 -0.935
H -1.256 2.157 -0.760
H 0.532 -1.630 1.410
H -1.909 -2.315 1.034
H 2.281 0.688 -1.605
H 0.777 -2.609 -1.098
H 1.905 -1.869 -2.068
*
```

Computed properties:
HOMO-LUMO gap   8.3 eV
ΔE to the lowest compared entry with this formula, charge and spin   290.8 kJ/mol
HOMO   -7.48 eV

Here are the natural (NBO) charges for atoms 1 to 6, given in e: -0.29 -0.11 -0.38 0.31 -0.69 0.21

***

2.
Density functional theory data (ωB97M-V/def2-TZVPD) for an isolated molecule of C3H2F2O at a distorted geometry.

ORCA input file:
```
! RIJCOSX wB97M-V def2-TZVPD def2/J DEFGRID3
* xyz 0 1
C -0.296 1.057 0.562
C 1.400 -0.077 -0.152
C -0.769 -0.315 0.087
O 0.483 -1.010 -0.004
F -0.677 1.979 -0.255
F 2.620 -0.576 -0.041
H -1.399 -0.944 0.651
H -1.362 -0.115 -0.848
*
```

Computed properties:
HOMO-LUMO gap (alpha / beta)   8.4 / 8.4 eV
ΔE to the lowest compared entry with this formula, charge and spin   479.6 kJ/mol
HOMO (alpha / beta)   -8.69 / -8.69 eV

Here are the natural (NBO) charges for atoms 1 to 6, given in e: 0.31 0.61 -0.24 -0.46 -0.32 -0.31

***

3.
Density functional theory data (ωB97M-V/def2-TZVPD) for a cluster of 10 separate species, C54H124Br2N10O3 in total at a distorted geometry.

ORCA input file:
```
! RIJCOSX wB97M-V def2-TZVPD def2/J DEFGRID3
* xyz 6 1
C -3.674 0.250 3.901
C -3.657 -0.084 5.396
N -2.473 -0.818 5.814
C -2.487 -1.544 6.996
C -1.271 -1.984 7.363
N -0.429 -1.522 6.351
C -1.191 -0.900 5.359
C 1.011 -1.691 6.273
H -4.514 0.933 3.776
H -3.722 -0.627 3.255
H -2.819 0.856 3.598
H -4.585 -0.584 5.669
H -3.624 0.868 5.927
H -3.447 -1.527 7.491
H -0.981 -2.499 8.267
H -0.796 -0.616 4.396
H 1.454 -0.849 5.741
H 1.289 -2.598 5.737
H 1.471 -1.629 7.258
C -3.187 4.626 2.363
C -3.218 4.759 3.934
N -2.570 5.982 4.476
C -3.171 7.251 4.388
C -2.201 8.196 4.740
N -1.096 7.445 5.122
C -1.274 6.115 4.879
C 0.157 8.087 5.549
H -3.861 3.841 2.019
H -2.186 4.344 2.035
H -3.428 5.541 1.823
H -2.672 3.921 4.365
H -4.271 4.656 4.193
H -4.172 7.365 4.000
H -2.281 9.263 4.885
H -0.413 5.464 4.876
H 0.316 9.027 5.022
H 1.019 7.430 5.432
H 0.104 8.296 6.617
C 0.168 5.532 1.216
C 1.550 5.642 0.425
C 2.695 4.837 1.106
C 2.548 3.323 1.041
N 3.796 2.648 1.710
C 3.604 1.142 1.751
C 4.315 0.604 2.969
C 4.096 1.700 3.972
C 4.044 2.983 3.205
C 5.087 2.889 0.916
H 0.318 5.869 2.242
H 0.008 4.454 1.275
H -0.704 5.979 0.741
H 1.805 6.677 0.199
H 1.468 5.191 -0.566
H 2.732 5.175 2.143
H 3.695 5.182 0.842
H 2.448 3.008 0.002
H 1.752 2.897 1.651
H 3.763 0.601 0.817
H 2.557 0.846 1.845
H 5.361 0.419 2.726
H 3.840 -0.340 3.235
H 4.877 1.731 4.732
H 3.105 1.579 4.411
H 4.967 3.559 3.277
H 3.294 3.715 3.504
H 5.861 2.325 1.436
H 5.454 3.913 0.990
H 4.998 2.596 -0.129
C 0.968 -7.963 -2.095
C 1.036 -7.197 -0.767
C 1.432 -5.710 -0.945
C 2.849 -5.535 -1.372
N 3.438 -4.080 -1.151
C 2.755 -2.860 -1.804
C 3.328 -2.832 -3.200
C 4.573 -3.743 -3.278
C 4.829 -4.115 -1.839
C 3.869 -4.004 0.308
H 0.414 -7.386 -2.836
H 0.468 -8.900 -1.849
H 1.920 -8.176 -2.582
H 1.709 -7.771 -0.130
H 0.066 -7.329 -0.289
H 1.291 -5.219 0.019
H 0.842 -5.141 -1.663
H 2.849 -5.598 -2.461
H 3.639 -6.215 -1.054
H 2.885 -1.936 -1.241
H 1.678 -2.979 -1.922
H 3.587 -1.787 -3.376
H 2.513 -3.088 -3.876
H 5.431 -3.271 -3.757
H 4.323 -4.525 -3.996
H 5.358 -3.328 -1.301
H 5.376 -5.052 -1.733
H 4.442 -3.099 0.508
H 4.540 -4.810 0.603
H 3.018 -3.919 0.985
C -3.680 -5.579 -2.168
C -2.714 -5.886 -0.981
C -3.190 -5.287 0.344
C -2.119 -5.107 1.458
N -2.751 -4.771 2.807
C -1.660 -4.804 3.981
C -2.437 -5.238 5.231
C -3.312 -6.369 4.703
C -3.775 -5.878 3.320
C -3.311 -3.345 2.770
H -3.948 -4.524 -2.248
H -4.622 -5.953 -1.764
H -3.371 -5.944 -3.146
H -1.721 -5.510 -1.236
H -2.541 -6.962 -0.950
H -4.015 -5.903 0.704
H -3.592 -4.295 0.135
H -1.432 -4.264 1.372
H -1.483 -5.976 1.627
H -1.017 -3.926 4.051
H -0.974 -5.647 3.890
H -3.038 -4.352 5.442
H -1.858 -5.539 6.103
H -4.143 -6.627 5.358
H -2.740 -7.287 4.568
H -4.790 -5.483 3.300
H -3.682 -6.748 2.672
H -2.482 -2.649 2.653
H -3.923 -3.263 3.668
H -4.063 -3.307 1.982
C 2.426 0.555 -6.991
N 1.098 -0.186 -6.852
C 1.332 -1.683 -7.143
C 0.557 -0.203 -5.428
C 0.067 0.516 -7.762
C 0.572 0.917 -9.181
O 0.972 -0.207 -9.953
H 2.271 1.600 -6.724
H 2.938 0.369 -7.935
H 3.047 0.091 -6.224
H 0.408 -2.181 -6.855
H 2.137 -2.093 -6.534
H 1.582 -1.732 -8.202
H 1.215 -0.724 -4.734
H -0.488 -0.501 -5.352
H 0.486 0.819 -5.051
H -0.183 1.368 -7.129
H -0.833 -0.098 -7.727
H 1.354 1.675 -9.130
H -0.234 1.337 -9.782
H 0.400 -0.214 -10.724
C 2.234 4.666 -3.871
N 0.755 4.847 -3.846
C 0.242 4.727 -5.285
C 0.015 3.789 -3.000
C 0.370 6.300 -3.375
C -1.086 6.548 -2.900
O -1.418 5.883 -1.688
H 2.781 5.429 -4.424
H 2.409 3.647 -4.216
H 2.567 4.731 -2.835
H 0.629 3.778 -5.654
H 0.668 5.495 -5.929
H -0.846 4.793 -5.311
H 0.320 2.812 -3.380
H -1.046 3.800 -3.244
H 0.405 3.798 -1.983
H 0.562 7.065 -4.128
H 1.146 6.597 -2.668
H -1.818 6.225 -3.641
H -1.180 7.623 -2.739
H -2.359 6.016 -1.550
C -2.263 0.919 0.756
N -1.804 0.436 -0.634
C -2.533 1.244 -1.695
C -0.266 0.658 -0.843
C -2.314 -1.049 -0.642
C -1.752 -1.978 -1.692
O -1.887 -1.485 -3.023
H -1.666 0.415 1.517
H -3.322 0.777 0.960
H -1.940 1.954 0.881
H -3.619 1.182 -1.624
H -2.240 0.876 -2.678
H -2.234 2.284 -1.562
H -0.037 1.724 -0.821
H -0.049 0.303 -1.850
H 0.236 0.159 -0.014
H -3.388 -0.875 -0.560
H -2.032 -1.451 0.331
H -2.216 -2.957 -1.573
H -0.706 -2.194 -1.463
H -1.541 -2.168 -3.613
Br -6.072 -0.383 0.893
Br -0.525 -4.112 -4.493
*
```

Computed properties:
HOMO-LUMO gap   4.3 eV
ΔE to the lowest compared entry with this formula, charge and spin   419.0 kJ/mol
HOMO   -16.83 eV

Here are the Mulliken charges for atoms 1 to 6, given in e: -0.58 -0.62 0.33 -0.58 -0.46 0.25

***

4.
Density functional theory data (ωB97M-V/def2-TZVPD) for a cluster of 2 separate species, C7H16OSi in total at a distorted geometry.

ORCA input file:
```
! RIJCOSX wB97M-V def2-TZVPD def2/J DEFGRID3
* xyz 0 1
C 3.015 0.785 -1.719
C 2.066 -0.148 -1.479
C -0.470 1.933 1.579
C -1.785 -1.201 -1.459
C -1.488 1.039 0.886
C -1.946 -1.450 -0.007
C -1.299 -0.446 1.027
O 2.273 0.043 1.508
Si 1.526 -0.679 0.224
H 3.841 0.740 -2.513
H 3.187 1.417 -0.909
H 1.638 -0.723 -2.259
H -0.757 2.968 1.492
H -0.464 1.643 2.664
H 0.534 1.872 1.017
H -1.972 -2.124 -1.871
H -0.735 -0.800 -1.640
H -2.581 -0.660 -1.963
H -1.508 1.286 -0.179
H -2.510 1.322 1.335
H -3.035 -1.524 0.137
H -1.406 -2.333 0.415
H -1.219 -0.788 2.133
H 3.222 -0.158 1.776
H 1.875 -2.016 -0.194
*
```

Computed properties:
HOMO-LUMO gap (alpha / beta)   7.5 / 7.5 eV
ΔE to the lowest compared entry with this formula, charge and spin   482.5 kJ/mol
HOMO (alpha / beta)   -7.25 / -7.26 eV

Here are the natural (NBO) charges for atoms 1 to 6, given in e: -0.37 -0.68 -0.59 -0.62 -0.49 -0.46

***

5.
Density functional theory data (ωB97M-V/def2-TZVPD) for a structure of composition C4H8AlO3S at a distorted geometry.

ORCA input file:
```
! RIJCOSX wB97M-V def2-TZVPD def2/J DEFGRID3
* xyz 3 1
O 3.163 0.120 1.403
C 2.351 -0.140 0.593
O 2.545 -0.634 -0.604
O 1.021 0.185 1.026
C 0.407 1.251 0.343
C -0.973 0.861 -0.386
C -1.298 -0.612 -0.274
S -1.539 -1.207 1.370
H 2.062 -1.473 -0.689
H 1.084 1.777 -0.333
H 0.114 1.972 1.123
H -0.874 1.081 -1.453
H -1.776 1.512 -0.041
H -2.256 -0.741 -0.825
H -0.548 -1.211 -0.789
H -1.733 -0.047 2.060
Al -1.751 -2.692 -2.526
*
```

Computed properties:
HOMO-LUMO gap   4.6 eV
HOMO   -23.04 eV

Here are the natural (NBO) charges for atoms 1 to 6, given in e: -0.18 0.96 -0.59 -0.33 -0.10 -0.39

***

6.
Density functional theory data (ωB97M-V/def2-TZVPD) for a cluster of 3 separate species, C24H58ClN7O12P2S3 in total at a distorted geometry.

ORCA input file:
```
! RIJCOSX wB97M-V def2-TZVPD def2/J DEFGRID3
* xyz 0 1
O 3.907 -5.671 3.856
N 4.346 -4.743 3.310
O 3.825 -4.658 1.982
C 3.141 -3.447 1.638
C 2.993 -2.353 2.686
C 4.300 -1.676 3.156
C 5.310 -1.421 2.031
C 6.196 -0.215 2.418
C 7.453 -0.271 1.543
S 8.312 1.296 1.532
O 8.531 1.745 2.868
O 9.495 1.159 0.743
Cl 7.052 2.575 0.549
C 2.104 -2.713 3.878
O 0.733 -2.907 3.500
S 0.550 -4.083 2.449
O -0.776 -4.000 1.915
O 0.818 -5.357 3.040
C 1.725 -3.844 1.112
C 1.212 -2.927 -0.020
C 0.431 -1.653 0.410
C -0.998 -1.616 -0.171
C -2.113 -1.332 0.845
S -1.731 -0.002 1.974
O -1.188 -0.626 3.154
O -0.801 0.927 1.416
O -3.085 0.707 2.422
H 3.641 -3.024 0.763
H 2.440 -1.549 2.187
H 4.733 -2.250 3.978
H 3.991 -0.710 3.570
H 4.840 -1.279 1.058
H 5.977 -2.290 2.003
H 5.622 0.697 2.251
H 6.479 -0.329 3.463
H 8.139 -1.049 1.876
H 7.199 -0.501 0.506
H 2.126 -1.834 4.523
H 2.500 -3.536 4.474
H 1.863 -4.836 0.682
H 2.075 -2.634 -0.624
H 0.588 -3.557 -0.653
H 0.964 -0.813 -0.039
H 0.453 -1.475 1.482
H -1.260 -2.558 -0.654
H -1.085 -0.851 -0.944
H -2.990 -1.004 0.274
H -2.445 -2.201 1.408
H -3.495 0.113 3.070
O 3.730 4.074 -1.178
P 3.891 5.110 -2.258
N 2.271 5.196 -2.817
C 1.726 5.097 -4.151
C 1.299 5.706 -1.866
N 4.964 4.201 -3.294
C 4.476 3.408 -4.416
C 5.949 3.429 -2.540
N 4.460 6.588 -2.941
C 4.496 7.725 -2.019
C 4.416 7.006 -4.312
H 1.434 6.079 -4.555
H 0.829 4.470 -4.143
H 2.410 4.640 -4.859
H 1.234 6.804 -1.900
H 1.562 5.417 -0.847
H 0.305 5.297 -2.061
H 3.510 2.931 -4.210
H 5.178 2.609 -4.659
H 4.397 4.005 -5.330
H 5.533 2.485 -2.171
H 6.308 3.993 -1.680
H 6.817 3.206 -3.163
H 3.529 8.248 -1.972
H 5.262 8.446 -2.315
H 4.745 7.395 -1.008
H 3.583 7.699 -4.492
H 4.328 6.186 -5.019
H 5.345 7.529 -4.564
O -6.180 -1.108 -0.534
P -7.285 -2.125 -0.420
N -8.611 -1.077 -0.126
C -9.618 -1.097 0.908
C -8.959 -0.177 -1.212
N -6.692 -2.953 0.999
C -7.146 -2.615 2.344
C -5.240 -3.099 0.996
N -8.180 -3.525 -0.879
C -8.307 -3.736 -2.323
C -9.209 -4.201 -0.143
H -10.586 -1.471 0.540
H -9.786 -0.083 1.287
H -9.338 -1.699 1.767
H -9.654 -0.648 -1.923
H -8.070 0.130 -1.765
H -9.423 0.736 -0.832
H -7.331 -1.541 2.472
H -6.398 -2.898 3.086
H -8.045 -3.173 2.620
H -4.740 -2.187 1.338
H -4.871 -3.324 -0.006
H -4.938 -3.926 1.643
H -9.162 -3.186 -2.745
H -8.431 -4.796 -2.555
H -7.406 -3.400 -2.843
H -10.208 -3.923 -0.505
H -9.177 -4.015 0.928
H -9.097 -5.283 -0.269
*
```

Computed properties:
HOMO-LUMO gap   7.6 eV
ΔE to the lowest compared entry with this formula, charge and spin   382.8 kJ/mol
HOMO   -7.86 eV
SMILES string   O=NO[C@@H]1[C@H](CCCCS(=O)(=O)Cl)COS(=O)(=O)[C@H]1CCCCS(=O)(=O)O.CN(C)P(=O)(N(C)C)N(C)C.CN(C)P(=O)(N(C)C)N(C)C

Here are the Mulliken charges for atoms 1 to 6, given in e: -0.32 0.29 -0.32 -0.13 0.52 -1.40

***

7.
Density functional theory data (ωB97M-V/def2-TZVPD) for a cluster of 2 separate species, C4H7N2O in total at a distorted geometry.

ORCA input file:
```
! RIJCOSX wB97M-V def2-TZVPD def2/J DEFGRID3
* xyz 1 1
C -0.208 -1.102 0.172
C -3.568 0.508 0.782
C 0.356 0.209 0.631
C 0.510 1.311 -0.360
N -1.037 -0.366 0.844
N 0.005 -2.223 -0.438
O -4.421 0.801 0.127
H -2.068 0.135 1.048
H 0.910 0.107 1.441
H -0.350 1.655 -0.742
H 1.296 1.152 -1.131
H 0.786 2.175 0.122
H 0.921 -2.512 -0.749
H -0.754 -2.712 -0.901
*
```

Computed properties:
HOMO-LUMO gap   11.7 eV
ΔE to the lowest compared entry with this formula, charge and spin   302.6 kJ/mol
HOMO   -15.34 eV

Here are the natural (NBO) charges for atoms 1 to 6, given in e: 0.53 0.56 -0.02 -0.66 -0.53 -0.72

***

8.
Density functional theory data (ωB97M-V/def2-TZVPD) for an isolated molecule of C4H5NS at a distorted geometry.

ORCA input file:
```
! RIJCOSX wB97M-V def2-TZVPD def2/J DEFGRID3
* xyz 0 1
C 0.711 1.444 0.158
C -0.336 0.407 -0.143
C -0.118 -1.001 -0.277
C -0.935 -2.049 0.331
H 1.030 1.456 1.248
H 1.711 1.126 -0.247
H 0.415 2.490 -0.064
H -1.320 0.658 0.256
H 0.886 -1.393 -0.272
N -1.526 -2.922 0.833
S -0.518 -0.216 -1.823
*
```

Computed properties:
HOMO-LUMO gap   10.2 eV
ΔE to the lowest compared entry with this formula, charge and spin   94.9 kJ/mol
HOMO   -9.57 eV
SMILES string   C[C@H]1S[C@@H]1C#N

Here are the natural (NBO) charges for atoms 1 to 6, given in e: -0.63 -0.28 -0.43 0.28 0.22 0.23

***

9.
Density functional theory data (ωB97M-V/def2-TZVPD) for a structure of composition C4H5FO at a distorted geometry.

ORCA input file:
```
! RIJCOSX wB97M-V def2-TZVPD def2/J DEFGRID3
* xyz 0 1
C -1.777 -0.394 0.119
C 2.864 1.268 0.342
C -0.742 -0.517 -0.799
C 2.284 0.261 0.754
O 0.381 -0.901 -0.619
F 2.223 -0.994 1.187
H -2.073 -1.085 0.884
H -2.677 -0.489 -0.437
H 2.572 2.190 -0.151
H -1.904 0.869 0.545
H -1.151 -0.207 -1.824
*
```

Computed properties:
HOMO-LUMO gap   10.6 eV
ΔE to the lowest compared entry with this formula, charge and spin   421.7 kJ/mol
HOMO   -10.13 eV

Here are the natural (NBO) charges for atoms 1 to 6, given in e: -0.71 -0.40 0.42 0.42 -0.51 -0.27

***

10.
Density functional theory data (ωB97M-V/def2-TZVPD) for a structure of composition C32H36N9OPd.

ORCA input file:
```
! RIJCOSX wB97M-V def2-TZVPD def2/J DEFGRID3
* xyz 3 1
Pd 0.686 -0.682 0.956
C 1.795 -1.469 3.491
N 2.097 -1.714 2.062
C 2.123 -3.147 1.639
C 0.955 -3.509 0.759
C 0.467 -4.795 0.668
C -0.523 -5.077 -0.264
C -0.990 -4.065 -1.087
C -0.488 -2.790 -0.917
N 0.469 -2.522 -0.024
C 3.407 -1.043 1.762
C 3.534 -0.852 0.284
C 4.672 -1.107 -0.452
C 4.632 -0.919 -1.828
C 3.446 -0.511 -2.420
C 2.341 -0.292 -1.620
N 2.393 -0.431 -0.292
C 1.281 -0.057 3.670
C 1.168 0.505 4.926
C 0.651 1.786 5.056
C 0.262 2.472 3.915
C 0.395 1.853 2.689
N 0.912 0.626 2.563
H 2.709 -1.607 4.076
H 1.066 -2.199 3.832
H 2.204 -3.798 2.509
H 3.031 -3.289 1.047
H 0.865 -5.572 1.307
H -0.920 -6.080 -0.347
H -1.747 -4.249 -1.836
H -0.838 -1.961 -1.515
H 4.221 -1.621 2.203
H 3.386 -0.063 2.242
H 5.575 -1.443 0.040
H 5.509 -1.113 -2.431
H 3.370 -0.380 -3.490
H 1.388 -0.005 -2.044
H 1.485 -0.059 5.794
H 0.549 2.238 6.033
H -0.152 3.468 3.969
H 0.078 2.345 1.780
C -1.562 -1.965 4.105
C -1.664 -0.934 2.995
C -3.127 -0.778 2.576
O -0.947 -1.355 1.816
H -2.265 -1.701 4.896
H -0.585 -2.028 4.579
H -1.842 -2.951 3.732
H -1.315 0.046 3.335
H -3.495 -1.711 2.145
H -3.252 0.028 1.858
H -3.744 -0.548 3.445
C 0.781 2.579 -0.523
C -0.414 1.697 -0.656
N -0.574 0.448 -0.195
C -1.863 0.059 -0.505
C -2.468 1.060 -1.183
N -1.548 2.079 -1.267
C -1.859 3.398 -1.881
N -2.568 3.242 -3.100
N -3.949 3.242 -3.057
N -4.402 3.108 -4.224
C -3.341 3.023 -5.111
C -3.337 2.897 -6.494
C -2.093 2.851 -7.118
C -0.897 2.931 -6.385
C -0.891 3.057 -5.010
C -2.149 3.103 -4.388
H 1.509 2.150 0.159
H 0.498 3.561 -0.142
H 1.269 2.732 -1.488
H -2.250 -0.892 -0.193
H -3.460 1.156 -1.592
H -0.929 3.943 -2.024
H -2.506 3.932 -1.187
H -4.264 2.845 -7.049
H -2.037 2.763 -8.194
H 0.043 2.909 -6.920
H 0.038 3.146 -4.460
*
```

Computed properties:
HOMO-LUMO gap   4.1 eV
ΔE to the lowest compared entry with this formula, charge and spin   44.9 kJ/mol
HOMO   -14.90 eV

Here are the Mulliken charges for atoms 1 to 6, given in e: -0.69 -0.91 0.59 -1.01 0.86 -1.08

***

DFT total energy values (in eV) by entry order: -12341.4567 -10620.0058 -219071.7784 -17439.8576 -27812.3687 -124427.3477 -9279.6541 -16553.0816 -8988.6590 -52679.9247.